# 1
ORCA calculation (the ωB97M-V functional and the def2-TZVPD basis) on a cluster of 11 separate species, C37H41F7N4O21 in total at a distorted geometry.

Calculated values
M in g/mol: 1010.73
Frontier orbital gap in eV: 8.18
Total energy in Ha: -3932.467057
LUMO level in eV: 0.36

Element x y z (Å)
O  -1.5803  -3.4734  1.9504
C  -2.1942  -4.4607  2.2090
O  -2.0641  -5.2591  3.2767
C  -3.2042  -5.9767  3.3943
C  -3.7106  -6.1334  2.0207
F  -5.0661  -6.2061  2.0118
O  -3.2133  -4.8803  1.4149
H  -3.0985  -6.9461  3.8812
H  -3.9113  -5.4226  4.0116
H  -3.2559  -6.9222  1.4214
O  3.1476  1.1872  3.8821
C  4.3139  1.2224  3.4726
O  4.7159  1.9998  2.4662
C  6.1165  1.8852  2.3882
C  6.6212  1.3840  3.6927
F  6.9341  2.3440  4.5793
O  5.3861  0.7790  4.1034
H  6.5194  1.2605  1.5910
H  6.6239  2.8436  2.2775
H  7.4873  0.7620  3.4669
O  -3.1264  0.3881  -4.1795
C  -2.9693  0.7212  -2.9792
O  -2.0345  1.4159  -2.5335
C  -2.4091  2.0454  -1.3530
C  -3.4993  1.1264  -0.7000
F  -4.4970  1.7768  -0.2436
O  -3.8846  0.5921  -1.9936
H  -1.6969  2.4046  -0.6101
H  -2.8455  2.9861  -1.6888
H  -3.0489  0.4800  0.0533
O  -1.7707  -0.0662  4.5815
C  -2.4844  -0.5362  5.5000
O  -1.9829  -0.9507  6.6514
C  -3.0961  -1.5197  7.3378
C  -4.3965  -0.8533  6.6992
F  -4.6279  0.3566  7.0856
O  -3.8604  -0.8138  5.3816
H  -2.9920  -2.6012  7.2513
H  -2.9041  -1.3096  8.3900
H  -5.2821  -1.4333  6.9590
O  2.9710  -0.9709  -4.0834
C  2.9995  0.2244  -4.3981
O  2.2235  0.7600  -5.4103
C  1.8366  2.0865  -5.1146
C  2.7221  2.4193  -3.9861
F  1.9312  2.7327  -2.9926
O  3.4994  1.3035  -3.6904
H  2.0539  2.7952  -5.9137
H  0.7863  2.2206  -4.8559
H  3.3327  3.3057  -4.1581
O  -4.7416  3.7643  1.5228
C  -3.5156  3.8465  1.4894
O  -2.8012  4.3264  0.4091
C  -1.5000  4.6048  0.8216
C  -1.3707  3.7146  2.1334
F  -0.6403  4.4089  3.0714
O  -2.7012  3.7189  2.5188
H  -0.6822  4.2946  0.1712
H  -1.3047  5.6772  0.8194
H  -0.9228  2.7346  1.9685
O  -0.5965  -1.5254  -3.7970
C  -0.4063  -2.1438  -4.7895
O  -0.3589  -3.4827  -4.8314
C  -0.2999  -3.8784  -6.1456
C  0.0600  -2.6939  -6.9253
F  -0.8332  -2.5189  -7.8677
O  -0.1082  -1.6417  -5.9913
H  0.4309  -4.6608  -6.3501
H  -1.2932  -4.1690  -6.4876
H  1.1147  -2.6756  -7.1998
C  -0.5119  -0.4994  1.1075
C  0.5232  0.2800  1.4926
C  1.0416  0.8531  0.3171
N  0.4617  0.2212  -0.6948
C  -0.3970  -0.6758  -0.2502
H  -1.0951  -0.9240  1.9113
H  0.9126  0.4387  2.4873
H  1.9022  1.4826  0.1454
H  0.6549  0.6217  -1.6016
H  -0.9226  -1.3800  -0.8782
C  4.9657  -2.0121  0.4429
C  6.0343  -1.3277  -0.1611
C  5.5655  -0.1544  -0.7866
N  4.2721  -0.0206  -0.5178
C  3.8481  -1.1277  0.2284
H  5.1441  -2.9883  0.8691
H  7.0522  -1.6040  0.0709
H  6.1465  0.6730  -1.1665
H  3.7132  0.7513  -0.8523
H  2.7878  -1.1527  0.4320
C  -5.1856  -4.3751  -3.1866
C  -5.7978  -3.8143  -2.0112
C  -5.0084  -2.8119  -1.5650
N  -3.8650  -2.7755  -2.4076
C  -4.0804  -3.6510  -3.4273
H  -5.5286  -5.2127  -3.7758
H  -6.6912  -4.3471  -1.7208
H  -5.1136  -2.0462  -0.8107
H  -2.9978  -2.4043  -2.0465
H  -3.2759  -3.8887  -4.1076
C  2.9258  5.8993  -0.3614
C  2.1759  4.7486  -0.2255
C  2.6169  4.1152  0.9643
N  3.6782  4.8185  1.5148
C  3.8827  5.9176  0.6862
H  2.7796  6.6948  -1.0771
H  1.4295  4.3535  -0.8987
H  2.3288  3.1766  1.4141
H  4.0121  4.6618  2.4550
H  4.5715  6.7120  0.9330

Mulliken atomic charge list, values in e, 5 entries:
1. O -0.542
2. C 0.614
3. O -0.304
4. C -0.436
5. C 0.288


# 2
ORCA calculation (the ωB97M-V functional and the def2-TZVPD basis) on a cluster of 2 separate species, C2H4FN in total at a distorted geometry.

Calculated values
M in g/mol: 61.06
Frontier orbital gap (alpha / beta) in eV: 9.27 / 9.27
Total energy in Ha: -233.059830
LUMO level (alpha / beta) in eV: -0.42 / -0.42

Element x y z (Å)
C  1.1887  -0.4400  -0.0254
C  -1.0029  0.4765  0.1874
N  0.4154  0.2834  0.5065
F  2.4825  -0.2751  0.1389
H  0.9284  -1.9222  -1.3230
H  -1.0775  1.6314  0.2431
H  -1.7141  0.1492  1.0137
H  -1.2204  0.0968  -0.7410

Mulliken atomic charge list, values in e, 5 entries:
1. C 0.030
2. C -0.666
3. N -0.167
4. F -0.160
5. H 0.142


# 3
ORCA calculation (the ωB97M-V functional and the def2-TZVPD basis) on a cluster of 2 separate species, C8H4BrClFN in total at a distorted geometry.

Calculated values
M in g/mol: 248.48
Frontier orbital gap (alpha / beta) in eV: 5.61 / 5.61
Total energy in Ha: -3495.833649
LUMO level (alpha / beta) in eV: -2.35 / -2.35

Element x y z (Å)
C  -1.8416  2.2396  0.0139
C  2.0655  0.1298  -0.4428
C  2.2718  -1.2544  -0.3057
C  0.8195  0.7684  -0.3194
C  1.1965  -2.0056  0.1343
C  -0.1026  -0.0839  0.0391
C  -0.0793  -1.3864  0.3534
C  -2.9427  1.4298  0.1565
N  -0.8463  2.8784  -0.1349
F  -3.3695  1.0619  1.3474
Cl  -3.5910  0.5128  -1.1494
Br  -1.6473  -2.2740  0.7933
H  2.9302  0.7672  -0.6406
H  3.3298  -1.6437  -0.1385
H  0.3429  1.8075  -0.2789
H  1.4640  -2.9474  0.5725

Mulliken atomic charge list, values in e, 5 entries:
1. C 0.316
2. C -0.267
3. C -0.526
4. C -0.413
5. C -0.071


# 4
ORCA calculation (the ωB97M-V functional and the def2-TZVPD basis) on a cluster of 13 separate species, C68H175N13O21 in total at a distorted geometry.

Calculated values
M in g/mol: 1511.22
Frontier orbital gap in eV: 8.86
Total energy in Ha: -4987.117333
LUMO level in eV: 0.46

Element x y z (Å)
C  17.0861  23.5380  15.7290
C  17.3398  22.4245  16.8024
C  18.5960  21.5723  16.5486
O  18.6304  20.5134  17.5691
C  19.6777  19.6883  17.4328
N  17.2622  22.8949  18.1694
H  17.3242  23.2058  14.7182
H  17.7090  24.3574  15.9902
H  16.0319  23.8696  15.8898
H  16.4895  21.7961  16.7584
H  19.5021  22.2196  16.6365
H  18.5994  21.1282  15.5541
H  20.5827  20.0743  17.9226
H  19.8790  19.4595  16.4019
H  19.4701  18.8119  18.0353
H  17.1522  22.0923  18.7791
H  18.0804  23.3872  18.4760
C  13.7537  24.8999  20.8094
C  15.2555  25.2780  20.8964
C  16.1190  24.3258  21.7622
O  17.4195  24.8038  22.0316
C  17.4670  25.8175  23.0230
N  15.7187  25.4498  19.5244
H  13.3110  25.7581  20.3478
H  13.2831  24.7512  21.7898
H  13.5532  24.0215  20.1577
H  15.3522  26.2306  21.3662
H  16.2321  23.3393  21.2564
H  15.4845  24.2133  22.6673
H  16.8533  26.7254  22.7505
H  18.5351  26.0875  23.0954
H  17.0979  25.3564  23.9666
H  16.6189  25.8779  19.5039
H  15.8095  24.5856  18.9705
C  19.6090  14.2500  20.9484
C  19.2959  14.5451  19.4715
C  18.4061  13.4612  18.9278
O  18.9619  12.1563  19.0603
C  18.3314  11.1643  18.2838
N  18.6102  15.8138  19.3108
H  20.1034  15.0987  21.4065
H  20.2570  13.3908  20.9846
H  18.7100  14.0492  21.5075
H  20.2120  14.4899  18.8970
H  18.1804  13.7015  17.8697
H  17.4777  13.4799  19.4804
H  18.7026  10.1656  18.5173
H  18.3157  11.2986  17.2304
H  17.2314  11.1205  18.5414
H  18.0513  15.9181  20.1518
H  19.2343  16.5833  19.2825
C  20.5816  25.4327  20.5260
C  20.8550  23.9757  20.9904
C  21.2049  23.8398  22.4794
O  22.6013  24.0889  22.5717
C  23.0503  24.7161  23.7116
N  19.6952  23.0886  20.6852
H  21.4745  26.0373  20.7773
H  19.7759  25.8936  21.0667
H  20.4042  25.5679  19.4844
H  21.7394  23.6235  20.4551
H  20.8999  22.9087  23.0238
H  20.6028  24.6440  22.9746
H  22.6987  25.7232  23.7565
H  24.0935  24.6389  23.7236
H  22.6590  24.1221  24.5902
H  18.8092  23.5272  20.9934
H  19.7735  22.2014  21.1536
C  14.2366  21.4412  19.7168
C  14.5513  20.0696  19.1963
C  15.7299  19.4946  19.9871
O  16.8513  20.3327  19.9364
C  17.9173  19.8407  20.7028
N  13.3691  19.1916  19.1580
H  13.2323  21.8024  19.2928
H  14.9826  22.1144  19.4433
H  14.0521  21.4186  20.7684
H  14.8837  20.2651  18.1866
H  15.9742  18.4535  19.7219
H  15.4743  19.4124  21.0297
H  17.7577  19.9134  21.7827
H  18.7729  20.5281  20.5503
H  18.1640  18.8300  20.4621
H  12.8281  19.1855  20.0295
H  13.5548  18.2954  18.8528
C  16.9722  20.2191  13.4201
O  15.8113  20.2742  14.3014
C  14.9369  19.2002  14.0993
C  14.2158  18.8690  15.4039
N  13.2391  17.8033  15.2735
C  12.3430  17.5040  16.3667
C  12.6647  16.2361  17.0681
O  13.9079  16.3013  17.8055
C  14.5429  15.1324  18.2176
H  17.4813  21.1263  13.4991
H  16.6499  20.0994  12.3960
H  17.5888  19.3294  13.7525
H  15.4718  18.2949  13.7798
H  14.1673  19.3003  13.2960
H  13.8072  19.8020  15.8559
H  14.9475  18.6140  16.1472
H  12.6370  17.9828  14.4628
H  11.3185  17.3580  15.9307
H  12.3423  18.3142  17.0831
H  12.6544  15.3820  16.4402
H  11.8163  16.1736  17.7265
H  13.8791  14.5248  18.8713
H  15.3950  15.4328  18.8053
H  14.9559  14.5748  17.3653
C  14.4883  22.3473  9.4503
O  13.5441  22.5513  10.4857
C  13.5569  21.5980  11.5354
C  12.4418  21.9129  12.4936
N  12.4464  23.1860  13.2045
C  13.5955  23.2892  14.1868
C  13.2917  24.3493  15.2670
O  13.7325  25.6216  14.8297
C  13.0855  26.6733  15.5400
H  14.6487  23.2870  8.8805
H  14.1553  21.5289  8.7085
H  15.5369  22.0901  9.8402
H  14.5012  21.4624  12.0021
H  13.4487  20.5804  11.1155
H  12.5705  21.1429  13.2600
H  11.4939  21.8532  11.9514
H  12.4952  23.9860  12.5173
H  14.5184  23.5438  13.6729
H  13.6890  22.2811  14.5733
H  13.8857  24.0356  16.1371
H  12.1885  24.2931  15.4512
H  13.4197  27.5937  15.0491
H  13.3602  26.5371  16.5897
H  11.9975  26.5812  15.3846
C  11.5356  15.0644  11.4041
O  12.8825  14.8678  11.8140
C  13.7657  15.4970  10.9547
C  15.1754  15.1521  11.4610
N  15.4761  15.7764  12.6860
C  16.6421  15.1979  13.2832
C  16.9102  15.6042  14.7341
O  17.2023  17.0191  14.7670
C  17.3300  17.4768  16.1587
H  11.2895  16.1357  11.2887
H  10.8848  14.6826  12.2099
H  11.2680  14.4881  10.4817
H  13.6149  16.5433  11.0009
H  13.5753  15.0848  9.9636
H  15.9222  15.4667  10.7440
H  15.1720  14.0751  11.5080
H  14.7009  15.9046  13.3239
H  17.5534  15.3587  12.6413
H  16.5217  14.0645  13.3169
H  17.7387  15.0579  15.1237
H  16.0090  15.3576  15.2875
H  17.2131  18.5807  16.1711
H  18.3507  17.3281  16.5322
H  16.5863  16.9812  16.7429
C  22.6216  22.8580  10.5570
O  21.2152  23.0004  10.7853
C  20.9388  23.2151  12.1536
C  19.5439  23.8153  12.2887
N  18.5319  22.8387  11.8235
C  17.2050  23.3663  11.6115
C  17.1625  24.2986  10.4097
O  17.6192  23.5584  9.2631
C  18.0674  24.3559  8.2529
H  23.1274  23.8106  10.7789
H  22.7459  22.7467  9.4829
H  23.0773  21.9925  11.0604
H  21.7632  23.8956  12.5650
H  21.0958  22.2334  12.7167
H  19.6173  24.7400  11.7062
H  19.3688  23.9430  13.3241
H  18.8150  22.4731  10.9422
H  16.7909  23.9403  12.4550
H  16.5060  22.5350  11.5087
H  17.7777  25.1865  10.5019
H  16.1373  24.6615  10.2716
H  18.7895  25.0361  8.6611
H  17.3383  24.9338  7.6851
H  18.6375  23.7829  7.5107
C  26.2982  21.5852  11.8290
O  25.2091  21.0849  12.6264
C  25.3254  21.7234  13.8674
C  24.1119  21.2982  14.6871
N  24.2239  21.5847  16.1040
C  23.0911  21.0470  16.7806
C  23.1338  21.4295  18.2842
O  24.3456  21.1097  18.7931
C  24.7435  21.8509  19.9570
H  27.2856  21.4386  12.3267
H  26.2241  22.6706  11.6559
H  26.1680  21.0566  10.8621
H  25.3489  22.7830  13.7123
H  26.2593  21.3765  14.2820
H  23.9088  20.2394  14.4569
H  23.2671  21.8290  14.2737
H  25.0733  21.2963  16.5820
H  22.9569  19.9366  16.7040
H  22.1815  21.4730  16.4040
H  22.3370  20.8229  18.7846
H  23.0158  22.5038  18.4024
H  24.4609  22.9803  19.8757
H  25.7944  21.6162  20.2010
H  24.1926  21.5147  20.8899
C  21.5643  24.4221  16.3132
O  22.0039  25.1278  17.4188
C  23.3906  25.3775  17.2636
C  23.9838  25.6618  18.5955
N  25.3957  25.8779  18.5464
C  25.8454  26.9303  19.4762
C  25.7013  26.4404  20.8587
O  26.6668  25.3889  21.0855
C  26.3071  24.5610  22.1634
H  22.0812  23.4333  16.1259
H  21.7322  24.9935  15.3482
H  20.5033  24.1970  16.4959
H  23.5320  26.2451  16.6027
H  23.7766  24.4310  16.7546
H  23.7165  24.8091  19.1902
H  23.4319  26.4851  19.0921
H  25.8921  24.9987  18.8545
H  25.1826  27.8383  19.3650
H  26.8491  27.2266  19.2980
H  24.6712  26.1396  20.9281
H  25.8115  27.2504  21.6452
H  25.8711  25.1654  22.9863
H  27.2282  24.0961  22.5288
H  25.6500  23.7012  21.9535
C  21.5927  18.5777  11.7392
O  21.6951  17.3950  12.3538
C  20.4679  16.9492  12.9538
C  20.8541  15.6364  13.7399
N  21.6685  15.6854  14.9092
C  21.0733  16.4044  15.9870
C  22.1183  16.6913  16.9943
O  21.4692  17.1182  18.1553
C  22.2890  17.7923  19.0582
H  21.4343  19.4330  12.4948
H  20.8239  18.5622  10.9857
H  22.5529  18.8347  11.3767
H  19.7567  16.6852  12.1566
H  19.9659  17.7540  13.5119
H  21.3988  15.1354  12.9396
H  19.8825  15.1904  13.9542
H  22.5172  16.2405  14.6427
H  20.2167  15.8596  16.5033
H  20.5691  17.3257  15.7390
H  22.7997  17.4697  16.6609
H  22.6432  15.7361  17.1657
H  21.8158  17.9727  20.0039
H  22.6507  18.6877  18.6272
H  23.2321  17.1656  19.2613
C  18.8874  27.3615  15.3538
O  18.1904  27.0608  14.2003
C  16.8140  27.2186  14.2988
C  16.2982  27.0493  12.8968
N  16.7120  28.1047  12.0695
C  17.5767  27.7190  10.8985
C  18.4885  28.8438  10.4886
O  17.6503  29.9475  10.1048
C  17.7047  31.0297  10.9958
H  19.9771  27.2907  15.1709
H  18.6527  26.6710  16.1843
H  18.6217  28.3159  15.7596
H  16.5450  28.2367  14.5977
H  16.3385  26.4773  14.8962
H  15.2250  26.9427  12.9183
H  16.6743  26.1154  12.3824
H  15.9562  28.6572  11.7568
H  17.0654  27.2721  10.0823
H  18.1780  26.8425  11.3000
H  19.1154  28.5262  9.6421
H  19.0952  29.2243  11.3657
H  17.6255  30.7203  12.0564
H  16.8698  31.7437  10.7902
H  18.6365  31.6252  10.8947

Mulliken atomic charge list, values in e, 5 entries:
1. C 0.182
2. C 0.584
3. C 0.265
4. O 0.530
5. C -0.209


What is the M in the second record?
61.06 g/mol